165
Properties=species:S:1:pos:R:3 method="wB97M-V/def2-TZVPD" relative_energy_kcal_mol=75.0 gap_ev=3.00 lumo_ev=-7.61 homo_ev=-10.607 charge=+3
O 5.15 -1.29 -1.40
O 0.62 4.51 1.53
O -2.84 1.84 -2.28
O -2.14 1.17 5.76
O 5.25 -0.77 -3.51
O -0.87 3.44 2.71
O 2.07 -4.03 -6.32
O 1.26 1.51 -3.57
O 1.21 -2.02 -6.50
O 1.98 1.03 1.67
O 4.97 2.23 -7.32
O 3.86 -2.34 -2.94
O -0.61 -2.76 0.19
O 0.31 -4.34 1.57
O -6.15 1.79 2.40
O -1.40 0.61 -1.35
O -5.12 -1.66 1.37
O -2.77 -0.34 -2.79
O -2.93 -5.36 3.97
O 1.35 0.75 -5.57
O -2.38 -5.04 -2.50
O -3.99 -0.09 0.44
O -3.16 -1.17 2.11
O -1.58 4.94 1.27
O -3.18 -1.68 6.30
O 8.37 1.15 -0.15
O 3.28 -2.26 -5.80
O 1.38 -3.53 -0.11
O 0.64 7.58 -1.09
O 6.31 -5.35 -1.07
O 0.12 -0.27 -4.02
N 7.36 0.77 -2.29
N -4.08 -1.02 8.43
N -2.89 3.43 6.08
N 4.10 -4.37 -0.63
N 4.05 1.09 -5.43
N -1.51 -2.79 -2.48
N 0.82 -0.29 -0.06
N -7.55 3.14 1.01
N -0.93 5.79 -1.42
N -2.78 -3.96 2.03
C 7.32 1.15 -0.79
C -4.94 3.14 0.76
C 6.08 1.68 -0.24
C 2.22 -2.83 -6.17
C -6.20 2.60 1.50
C 4.54 -6.10 -2.61
C -0.65 4.29 1.81
C 5.09 -5.26 -1.40
C 0.16 7.08 -3.41
C -3.40 2.06 3.95
C -8.26 4.15 1.91
C 8.60 -0.04 -2.73
C 4.75 -1.40 -2.59
C 4.51 -4.33 0.85
C -4.11 -0.96 1.37
C -4.05 -3.21 -2.45
C 5.39 -0.20 -7.34
C 0.14 6.77 -1.93
C 2.04 -0.10 -0.92
C -1.56 -1.41 8.05
C -0.41 -3.24 -3.50
C -0.18 0.17 2.35
C -2.30 0.77 -2.16
C -4.64 0.46 8.24
C -0.57 4.24 -1.68
C -2.94 -1.30 7.45
C -1.47 -3.41 4.21
C -1.87 4.51 5.65
C -2.37 -4.39 3.44
C -2.71 2.15 5.30
C 0.97 0.33 1.37
C -2.67 -3.82 -2.42
C 4.38 2.23 -4.42
C 0.34 -3.49 0.50
C 0.96 0.67 -4.39
C 4.88 1.13 -6.72
C -3.88 -4.71 1.34
H 5.53 -3.97 0.98
H -4.08 -2.28 -1.87
H -1.85 4.61 4.56
H -2.88 1.26 3.42
H -1.62 -2.42 3.80
H -3.84 3.75 6.17
H 8.49 -0.37 -3.77
H 4.03 -3.48 -1.11
H 3.88 -3.60 1.35
H 5.45 2.01 -1.06
H -0.78 -1.34 7.28
H 4.23 0.25 -4.90
H -1.59 -3.49 5.29
H 4.49 -5.36 1.21
H -4.40 1.66 4.11
H -2.73 3.17 7.04
H -1.83 6.07 -1.77
H 4.01 1.83 -3.47
H 5.34 -6.26 -3.34
H 9.41 0.69 -2.63
H 6.24 2.56 0.38
H 5.55 0.84 0.23
H -0.80 7.46 -3.76
H -0.73 4.02 -2.73
H 0.45 3.95 -1.44
H -1.27 3.58 -1.16
H 2.93 -0.42 -0.38
H 0.39 -2.59 -3.15
H -4.72 0.78 7.20
H -4.06 2.52 0.93
H 3.98 -7.03 -2.48
H 1.12 -4.75 1.25
H 0.63 -1.28 0.01
H -9.11 4.63 1.42
H -4.34 -2.84 -3.43
H -8.45 3.49 2.76
H 5.47 2.33 -4.38
H 3.87 -5.41 -3.10
H -1.97 -1.97 -2.85
H 0.45 6.19 -3.97
H -3.05 0.09 0.45
H 3.17 -4.76 -0.63
H 6.27 0.10 -7.91
H -3.71 -1.01 9.37
H -5.00 2.99 -0.32
H 1.77 -0.75 -1.75
H -1.17 -2.57 -1.56
H 0.00 0.13 -0.47
H -0.04 0.40 3.40
H 8.72 -0.97 -2.17
H -0.93 4.04 5.94
H 4.67 -0.45 -8.12
H 0.99 7.71 -3.73
H -5.63 0.64 8.66
H -8.12 2.37 0.68
H -4.63 -3.99 -1.96
H -1.94 -3.78 1.49
H -3.42 -5.64 0.99
H 3.05 1.12 -5.57
H -3.11 -3.00 1.99
H -3.60 0.13 -2.89
H -3.36 2.96 3.34
H -1.07 5.77 -0.42
H 1.44 -1.18 -6.10
H -0.60 -3.14 -4.56
H -1.56 -2.41 8.49
H -1.29 -0.63 8.76
H -0.46 -3.78 4.05
H 3.81 3.09 -4.76
H 3.75 -2.01 -3.83
H -7.52 4.91 2.17
H 7.31 1.66 -2.76
H 5.64 -1.02 -6.66
H -0.99 0.83 2.03
H 0.88 3.79 2.10
H 6.50 0.28 -2.48
H -4.00 1.17 8.76
H -7.39 3.65 0.15
H 2.07 0.97 -1.14
H -4.70 4.19 0.93
H -4.70 -4.75 2.05
H -4.88 -1.64 8.33
H -2.05 5.31 6.37
H 0.02 -4.22 -3.29
H -0.48 -0.87 2.28
H -0.13 0.14 -3.19
H -4.16 -4.13 0.46

---

160
Properties=species:S:1:pos:R:3 method="wB97M-V/def2-TZVPD" relative_energy_kcal_mol=43.9 gap_ev=7.75 lumo_ev=-2.48 homo_ev=-10.230 charge=+1
S -2.27 -25.35 9.01
S -2.29 -23.17 10.36
F -1.10 -25.85 6.60
F 0.24 -26.13 8.29
F -1.37 -27.58 7.84
F -1.47 -21.00 8.97
F -0.29 -21.45 10.82
F -2.26 -20.46 10.96
O -3.51 -25.19 8.24
O -3.92 -19.52 1.22
O -7.08 -25.33 8.40
O -2.41 -26.16 10.22
O -1.70 -18.36 5.02
O -4.59 -17.14 12.79
O -10.17 -21.43 5.75
O -3.67 -20.02 6.17
O -1.99 -23.79 11.66
O 0.42 -23.26 7.52
O -5.15 -16.95 3.22
O -8.42 -24.15 3.28
O -3.71 -22.93 10.09
O -6.86 -17.69 7.64
N -10.89 -22.95 7.32
N -6.00 -21.84 6.45
N -1.47 -19.09 2.36
N -5.17 -15.25 4.83
N -1.49 -23.85 9.24
N -3.92 -17.73 10.75
N -7.70 -20.97 10.42
N -8.82 -16.66 6.95
N -8.70 -25.63 5.01
N -5.53 -21.09 1.48
N -6.44 -25.28 10.53
N 1.56 -21.20 5.60
C -8.31 -20.08 10.79
C 2.94 -21.86 6.03
C -7.55 -24.40 11.04
C -5.11 -19.83 1.39
C -4.84 -21.97 5.37
C -4.91 -16.50 4.35
C -0.37 -22.77 6.49
C -10.93 -22.30 6.12
C -6.37 -25.71 9.28
C -9.47 -26.24 6.03
C -6.78 -23.20 6.42
C -7.47 -16.76 7.06
C 1.79 -20.39 4.33
C -1.49 -21.35 10.25
C -4.60 -14.71 6.09
C -9.07 -18.95 11.23
C -9.65 -17.79 7.50
C -9.95 -22.60 8.39
C 0.03 -16.72 5.27
C -1.00 -26.29 7.83
C -9.42 -15.54 6.13
C -7.01 -21.27 1.52
C -3.77 -17.03 11.89
C -2.99 -17.66 9.61
C -6.97 -20.62 6.15
C -5.77 -14.27 3.99
C 0.48 -22.26 5.25
C 1.07 -20.14 6.68
C -5.43 -21.65 7.86
C -11.90 -23.98 7.63
C -9.13 -24.70 4.09
C -5.02 -18.70 10.49
C -1.30 -17.28 5.80
C -5.36 -25.48 11.50
C -7.32 -26.11 5.01
C -4.70 -22.30 1.53
C -4.05 -20.75 5.02
H -9.49 -23.55 8.66
H -6.78 -25.86 5.93
H -2.82 -16.46 11.86
H -6.95 -15.86 6.68
H -3.82 -14.01 5.80
H -10.17 -15.98 5.46
H -6.00 -23.86 6.79
H -6.82 -25.59 4.20
H -10.06 -18.49 6.78
H 2.59 -19.69 4.57
H -1.08 -21.97 6.69
H -8.63 -15.02 5.59
H -0.96 -23.61 6.11
H -5.23 -14.09 6.72
H -3.10 -21.02 4.57
H 0.88 -19.85 4.11
H 2.02 -21.10 3.53
H -8.89 -26.54 6.90
H -2.45 -18.61 9.61
H -4.34 -17.09 5.09
H -9.85 -19.37 11.86
H -5.49 -26.34 9.11
H -10.52 -22.19 9.22
H -1.24 -20.06 2.17
H 0.75 -17.53 5.18
H -4.53 -22.26 7.97
H -4.15 -22.61 5.92
H -9.06 -22.00 8.20
H -0.92 -18.46 1.79
H -4.76 -24.60 11.71
H -5.14 -13.38 3.99
H -1.21 -17.42 6.88
H 0.34 -15.94 5.97
H -2.27 -16.88 9.82
H -4.49 -22.69 0.54
H -7.97 -24.96 11.88
H -2.02 -16.46 5.84
H -5.97 -14.63 2.97
H -5.09 -23.13 2.13
H -7.70 -20.60 6.96
H -6.17 -22.00 8.57
H -4.63 -20.12 4.35
H 3.19 -22.37 5.10
H -3.47 -17.52 8.64
H -4.70 -19.72 10.28
H 1.73 -19.28 6.76
H -7.24 -23.47 11.52
H -5.57 -18.33 9.63
H -5.26 -20.58 7.98
H -8.49 -18.22 11.80
H -2.94 -19.47 5.89
H -8.35 -24.31 10.30
H -0.27 -21.89 4.55
H -11.36 -24.85 8.00
H -12.55 -24.24 6.79
H -5.34 -22.36 4.48
H -4.16 -15.53 6.66
H -2.41 -19.19 2.00
H 1.01 -20.65 7.64
H -7.29 -22.12 0.90
H -10.18 -24.42 4.23
H 0.99 -23.09 4.76
H -10.24 -25.51 6.26
H -7.42 -20.78 5.17
H -7.44 -21.49 2.49
H -7.35 -27.18 4.82
H -7.52 -20.38 1.17
H -7.14 -23.27 5.40
H -11.81 -22.62 5.54
H -9.05 -18.47 8.10
H -3.74 -22.12 2.01
H -6.40 -19.69 6.22
H 0.04 -19.82 6.50
H -1.50 -18.98 3.36
H -9.60 -18.45 10.43
H -4.65 -26.10 10.94
H 3.71 -21.15 6.35
H -5.65 -25.99 12.42
H -7.63 -23.08 7.10
H -5.90 -19.08 1.28
H -0.01 -16.37 4.24
H 2.70 -22.61 6.78
H -12.56 -23.66 8.44
H -5.75 -18.65 11.30
H -0.20 -23.47 8.22
H -10.46 -17.46 8.15
H -6.70 -13.97 4.45
H -9.91 -14.72 6.66
H -10.00 -27.05 5.51

---

140
Properties=species:S:1:pos:R:3 method="wB97M-V/def2-TZVPD" gap_ev="4.08 / 8.04" lumo_ev="-1.87 / -1.95" spin_multiplicity=2 homo_ev="-5.947 / -9.994" charge=+1
Y -0.16 2.79 1.51
O -1.96 2.73 -0.33
O -0.13 0.62 0.65
O -5.75 0.30 1.86
O 1.05 3.27 -0.46
O 3.19 -4.54 4.54
O 6.21 -0.77 -2.73
O 0.43 1.36 3.28
N -6.09 -0.97 1.27
N 4.77 -6.17 2.55
N -0.30 5.23 0.80
N 5.20 -1.04 -3.64
N -2.27 3.07 2.49
N 2.33 3.01 1.86
C 1.97 2.37 -1.08
C 3.19 -2.24 -4.23
C 4.11 -4.94 2.08
C -7.65 -2.49 0.02
C 3.79 -0.19 -5.48
C 2.57 -0.91 -4.80
C 1.77 1.49 3.71
C 2.92 -4.64 3.08
C -8.51 -0.82 1.55
C -0.26 0.56 4.28
C 4.16 -2.00 -3.04
C -7.42 -1.01 0.53
C -6.60 -3.16 -0.74
C -0.25 5.33 -0.69
C 0.95 4.59 -1.13
C -3.76 -1.65 1.47
C 4.81 -3.36 -2.74
C -4.95 -1.46 0.47
C -1.93 2.37 -1.78
C -0.30 6.82 -1.02
C -5.20 -2.95 -0.06
C -4.54 -0.56 -0.66
C 4.48 1.37 -3.56
C 4.09 1.66 2.68
C 0.31 -0.63 0.24
C 3.40 -1.51 -1.80
C 3.50 -5.17 0.73
C -7.69 -0.05 -0.67
C 6.09 0.64 -5.40
C 2.59 1.72 2.38
C -0.28 -1.14 -1.02
C -3.17 3.28 0.10
C 3.79 -3.33 4.88
C 4.91 0.13 -4.44
C -3.33 2.77 1.65
C 0.46 -1.69 1.33
C -4.64 3.45 2.10
H 3.48 1.44 -3.12
H 2.90 -6.08 0.82
H -2.37 4.05 2.73
H -8.74 0.17 -0.83
H 4.77 2.27 -4.10
H -5.13 -3.57 0.83
H 5.09 1.53 -2.67
H 2.48 -2.96 -3.83
H 3.36 -0.43 -1.95
H -3.37 -0.74 1.94
H -4.71 3.56 3.19
H 2.35 -3.77 2.77
H -5.51 2.84 1.90
H -2.74 1.68 -2.04
H 0.18 7.09 -1.97
H -5.08 -0.66 -1.60
H -6.51 -2.70 -1.72
H 2.83 2.94 -1.45
H -1.36 -1.21 -0.97
H -4.55 0.49 -0.36
H -8.39 -1.34 2.50
H 1.80 -1.28 -5.48
H -3.20 4.36 -0.06
H 1.15 -1.47 2.14
H -4.06 2.91 -0.41
H 4.59 -6.24 3.55
H -5.46 -0.05 2.71
H 4.85 -3.42 4.67
H 4.36 -5.40 0.09
H 0.13 -2.13 -1.24
H 5.15 -3.83 -3.66
H -4.04 -2.31 2.29
H 2.22 0.57 4.08
H 7.01 0.72 -4.81
H 5.62 -3.29 -2.01
H 5.75 1.53 -5.93
H -3.53 -0.85 -0.96
H 3.39 0.66 -6.03
H -1.06 -0.06 3.87
H 2.37 1.01 1.58
H 2.69 3.58 2.61
H 0.26 7.35 -0.25
H -6.73 -4.25 -0.76
H -1.17 5.61 1.15
H -2.95 -2.15 0.94
H -2.65 2.71 3.35
H 0.33 5.93 1.14
H 2.20 -0.25 -4.02
H 3.87 -3.42 5.97
H 3.08 3.12 1.19
H 4.02 -4.01 -2.36
H 3.70 -2.85 -4.98
H 4.01 -1.67 -0.91
H 6.86 -1.37 -3.11
H -1.85 3.29 -2.35
H -1.33 7.16 -0.92
H -7.31 0.96 -0.51
H 1.55 2.04 -2.03
H 4.71 2.29 2.03
H 4.50 -7.08 2.20
H -1.01 1.82 -1.99
H 2.40 1.56 -0.49
H -3.48 1.70 1.71
H -0.85 1.29 4.83
H 6.24 -0.04 -6.24
H 4.86 -4.15 2.03
H 4.21 2.17 3.64
H -0.02 -0.45 -1.82
H 4.14 -0.73 -6.36
H -0.45 -1.96 1.88
H 0.88 4.40 -2.20
H -1.10 4.87 -1.20
H -7.87 -3.14 0.87
H 3.30 -2.43 4.51
H -4.42 -3.37 -0.68
H 0.77 -2.58 0.78
H -9.50 -0.99 1.13
H 1.36 -0.52 -0.05
H 2.94 -4.33 0.33
H -7.35 -0.45 -1.63
H -8.34 0.22 1.82
H 1.86 2.34 4.39
H -4.90 4.42 1.70
H 4.42 0.62 2.72
H 2.44 -2.01 -1.77
H 0.35 0.00 4.98
H 2.16 -5.42 3.05
H 1.88 5.07 -0.83
H -8.56 -2.50 -0.58